[1]
7
Properties=species:S:1:pos:R:3 method="wB97M-V/def2-TZVPD" total_charge=0 orbital_gap_ev=8.348 total_energy_ha=-1761.1323 lumo_energy_ha=-0.036
P -0.69 0.31 -0.17
Cl -1.75 1.32 1.11
H 2.22 0.25 -0.42
Cl -1.32 -1.51 0.32
H 1.47 -0.35 1.06
C 1.80 -0.64 -0.01
Cl -1.73 0.62 -1.88


[2]
8
Properties=species:S:1:pos:R:3 method="wB97M-V/def2-TZVPD" total_charge=0 orbital_gap_ev=9.763 total_energy_ha=-2169.6787 lumo_energy_ha=-0.037
Cl 1.10 -2.29 0.87
Si 0.01 -0.97 -0.11
H -0.33 1.24 1.37
Cl -0.86 2.13 -0.84
Cl -1.91 -1.32 -0.15
C 0.30 0.79 0.52
H 1.08 1.41 0.39
Cl 0.61 -0.99 -2.05


[3]
5
Properties=species:S:1:pos:R:3 method="wB97M-V/def2-TZVPD" total_charge=0 multiplicity=3 orbital_gap_ev="6.912 / 9.653" total_energy_ha=-599.1054 lumo_energy_ha="0.033 / -0.111"
F -0.60 -1.69 -0.03
H -0.12 -0.11 0.94
H 0.15 0.47 -0.99
Cl -2.20 0.28 0.00
C -0.71 -0.36 0.06


[4]
7
Properties=species:S:1:pos:R:3 method="wB97M-V/def2-TZVPD" total_charge=0 orbital_gap_ev=9.677 total_energy_ha=-749.6274 lumo_energy_ha=-0.018
O 0.96 -0.19 0.34
H 1.81 1.30 0.01
O 2.02 0.45 -0.41
F -1.71 -1.35 -0.30
C -1.56 -0.44 0.64
Cl -2.14 1.00 0.03
H 0.62 -0.78 -0.31


[5]
7
Properties=species:S:1:pos:R:3 method="wB97M-V/def2-TZVPD" total_charge=0 orbital_gap_ev=10.470 total_energy_ha=-749.7684 lumo_energy_ha=0.008
O 0.66 -1.13 0.86
C -0.38 0.06 -0.18
O 0.30 1.17 -0.07
F -1.52 -0.04 0.39
H 1.42 -1.19 0.17
H 0.03 1.87 0.59
Cl -0.51 -0.74 -1.76


[6]
7
Properties=species:S:1:pos:R:3 method="wB97M-V/def2-TZVPD" total_charge=0 orbital_gap_ev="6.825 / 6.812" total_energy_ha=-1072.6390 lumo_energy_ha="-0.110 / -0.110"
S -1.55 -0.97 -1.82
Cl -0.34 -2.46 -2.07
H 1.04 0.21 1.40
O -0.21 -0.31 -0.01
C 0.40 0.69 0.74
H 1.11 1.46 0.19
F -0.44 1.37 1.56


[7]
6
Properties=species:S:1:pos:R:3 method="wB97M-V/def2-TZVPD" total_charge=0 multiplicity=3 orbital_gap_ev="8.299 / 7.811" total_energy_ha=-872.2696 lumo_energy_ha="0.014 / -0.072"
O 1.21 0.48 -0.38
H 2.00 0.40 -0.88
Cl -1.14 -1.96 -0.16
I -2.38 0.86 0.17
H 1.30 0.83 0.49
C -0.99 -0.61 0.76


[8]
6
Properties=species:S:1:pos:R:3 method="wB97M-V/def2-TZVPD" smiles="C=[N+]([O-])Cl" total_charge=0 orbital_gap_ev="9.283 / 9.283" total_energy_ha=-629.3155 lumo_energy_ha="-0.037 / -0.037"
O 1.35 1.41 -0.01
H -0.86 -1.16 0.17
C -0.83 -0.03 -0.02
H -1.60 0.57 -0.13
Cl 1.49 -1.24 -0.01
N 0.45 0.45 0.00


Strongest force on any atom, respectively: 2.74, 6.06, 5.19, 1.49, 5.47, 3.67, 2.06, 7.40 eV/A.